{
  "formula": "C35H54N8O4P",
  "method": "ωB97M-V with the def2-TZVPD basis set",
  "energy_ev": -66567.29810,
  "orbital_gap_ev": 5.82,
  "total_charge": -1,
  "homo_energy_ev": -4.1,
  "e_lumo_ha": 0.06211,
  "species": ["C", "C", "N", "P", "O", "C", "C", "O", "C", "C", "C", "O", "O", "H", "H", "H", "H", "H", "H", "H", "H", "H", "H", "H", "H", "H", "H", "H", "H", "H", "H", "H", "N", "C", "C", "C", "C", "H", "H", "H", "H", "H", "N", "C", "C", "C", "C", "H", "H", "H", "H", "H", "N", "C", "C", "C", "C", "H", "H", "H", "H", "H", "N", "C", "C", "C", "C", "H", "H", "H", "H", "H", "N", "C", "C", "C", "C", "H", "H", "H", "H", "H", "N", "C", "C", "C", "C", "H", "H", "H", "H", "H", "N", "C", "C", "C", "C", "H", "H", "H", "H", "H"],
  "xyz": [[9.9615, -0.7676, 0.8791], [8.4343, -0.4933, 0.5878], [8.3359, -0.0041, -0.7869], [6.7837, 0.8000, -1.1925], [6.8769, 2.0081, 0.0590], [5.5570, 2.0122, 0.5834], [4.7898, 0.6757, 0.2430], [3.9315, 0.1892, 1.2862], [2.6559, 0.7353, 1.1189], [1.6581, -0.2074, 0.3961], [2.3168, -1.3812, -0.3647], [0.8429, 0.5128, -0.5350], [5.8085, -0.2097, -0.1263], [10.3506, -1.4747, 0.1309], [10.4685, 0.1868, 0.6702], [10.1371, -1.1141, 1.9066], [7.9099, -1.4481, 0.7747], [8.1113, 0.2276, 1.3438], [8.4403, -0.8159, -1.3803], [7.5782, 1.6788, -2.0509], [6.5185, -0.1086, -2.3085], [5.6577, 1.5655, -1.7045], [5.5914, 2.1179, 1.6867], [5.0396, 2.9228, 0.2404], [4.1164, 0.7062, -0.6308], [2.6585, 1.7046, 0.5939], [2.2321, 0.9560, 2.1109], [0.9843, -0.6419, 1.1542], [1.5883, -2.2129, -0.4093], [3.2093, -1.7855, 0.1216], [2.5069, -1.0938, -1.4050], [-0.0342, 0.1508, -0.5144], [7.6639, -4.2138, 1.4924], [8.7542, -4.2718, 2.3083], [9.4489, -5.4156, 2.0070], [8.7455, -6.0707, 0.9632], [7.6493, -5.3006, 0.6648], [6.9774, -3.4798, 1.4986], [8.9424, -3.4955, 3.0301], [10.3600, -5.7428, 2.4808], [9.0135, -6.9978, 0.4829], [6.8653, -5.4323, -0.0615], [-2.7259, -1.0032, 0.4588], [-1.9563, -2.0823, 0.7999], [-2.1310, -2.3172, 2.1390], [-3.0457, -1.3465, 2.6241], [-3.3975, -0.5500, 1.5660], [-2.7869, -0.6083, -0.4605], [-1.3522, -2.5852, 0.0628], [-1.6549, -3.0996, 2.7072], [-3.4051, -1.2431, 3.6341], [-4.0637, 0.2960, 1.5066], [-5.6271, 0.0996, 5.3667], [-6.9741, -0.1058, 5.2386], [-7.4429, 0.7636, 4.2874], [-6.3355, 1.5186, 3.8215], [-5.2290, 1.0840, 4.5044], [-5.0244, -0.3955, 5.9957], [-7.4799, -0.8480, 5.8327], [-8.4667, 0.8475, 3.9621], [-6.3478, 2.2923, 3.0709], [-4.1972, 1.3898, 4.4520], [-4.2173, 1.6981, -1.1554], [-5.5655, 1.4922, -1.2815], [-6.0366, 2.3667, -2.2269], [-4.9313, 3.1255, -2.6917], [-3.8215, 2.6890, -2.0158], [-3.6132, 1.2021, -0.5306], [-6.0697, 0.7463, -0.6896], [-7.0609, 2.4520, -2.5493], [-4.9485, 3.9025, -3.4370], [-2.7897, 2.9963, -2.0692], [-4.0347, 4.9250, 0.7832], [-5.1324, 5.5256, 1.3346], [-4.6971, 6.5773, 2.1003], [-3.2827, 6.6140, 2.0018], [-2.9036, 5.5834, 1.1801], [-4.0563, 4.1235, 0.1776], [-6.1238, 5.1542, 1.1365], [-5.3247, 7.2457, 2.6665], [-2.6181, 7.3158, 2.4781], [-1.9307, 5.2633, 0.8464], [-5.0673, 4.6225, -6.5375], [-6.0950, 4.7800, -7.4274], [-6.5114, 3.5317, -7.8125], [-5.7071, 2.5862, -7.1252], [-4.8271, 3.2894, -6.3442], [-4.5669, 5.3695, -6.0950], [-6.4384, 5.7611, -7.7088], [-7.3058, 3.3211, -8.5095], [-5.7670, 1.5127, -7.1944], [-4.0541, 2.9583, -5.6717], [-2.8536, -6.7301, 0.3179], [-2.1103, -5.5913, 0.1686], [-1.2245, -5.7995, -0.8574], [-1.4465, -7.1120, -1.3484], [-2.4593, -7.6609, -0.6050], [-3.5763, -6.8619, 0.9986], [-2.2740, -4.7374, 0.8027], [-0.4980, -5.0885, -1.2162], [-0.9233, -7.5985, -2.1550], [-2.9301, -8.6283, -0.6521]],
  "mulliken_charge": [-1.3827, 0.4173, -0.6403, -0.2580, -0.4444, -0.4658, -0.1200, -0.3672, -0.9906, 0.9535, -1.1283, -0.6255, -0.2931, 0.2679, 0.4477, 0.2914, -0.2539, 0.2958, 0.3393, 0.0019, 0.0340, 0.0606, 0.3422, 0.2788, 0.2786, 0.3129, 0.3561, 0.2429, 0.2545, 0.2247, 0.3115, 0.2600, 0.0289, -0.4852, -0.4218, -0.4407, -0.4652, 0.2159, 0.3957, 0.4032, 0.3787, 0.3798, 0.0691, -0.7297, -0.7015, -0.3989, -0.5321, 0.2303, 0.6724, 0.4937, 0.4479, 0.4850, 0.0209, -0.4734, -0.6357, -0.1747, -0.8172, 0.2079, 0.3922, 0.3927, 0.6022, 0.4828, 0.2803, -0.1713, -0.9899, 0.0601, -1.3024, 0.1848, 0.3973, 0.4287, 0.6444, 0.4239, 0.1355, -0.3817, -0.5879, -0.5751, -0.4359, 0.2803, 0.4133, 0.3955, 0.3850, 0.3991, -0.0015, -0.5156, -0.3780, -0.4777, -0.5209, 0.2195, 0.3767, 0.3906, 0.4087, 0.5056, 0.0220, -0.3978, -0.0784, -0.7963, -0.4035, 0.1846, 0.2410, 0.4520, 0.3911, 0.3689]
}

=====

{
  "formula": "C30H29BF4O2S",
  "method": "ωB97M-V with the def2-TZVPD basis set",
  "energy_ev": -58054.95995,
  "orbital_gap_ev": 2.33,
  "total_charge": 0,
  "homo_energy_ev": -6.5,
  "e_lumo_ha": -0.15345,
  "species": ["F", "C", "C", "C", "F", "C", "C", "C", "C", "C", "C", "F", "C", "C", "F", "C", "C", "H", "H", "H", "H", "H", "H", "H", "C", "C", "C", "C", "C", "B", "C", "C", "C", "C", "C", "C", "O", "C", "C", "C", "C", "C", "C", "O", "S", "H", "H", "H", "H", "H", "H", "H", "H", "H", "H", "H", "H", "H", "H", "H", "H", "H", "H", "H", "H", "H", "H"],
  "xyz": [[-2.4772, 2.7499, -4.4606], [-2.2788, 1.4268, -4.1441], [-3.3649, 0.5651, -4.2850], [-3.1405, -0.7723, -3.9569], [-4.1790, -1.6758, -4.0979], [-1.9454, -1.2213, -3.4452], [-0.8524, -0.3169, -3.2612], [0.3316, -0.8395, -2.6491], [1.6554, -0.3665, -2.9046], [2.6163, -1.3078, -3.3633], [3.7443, -0.8300, -3.9962], [4.5547, -1.7178, -4.6613], [4.0695, 0.5258, -4.0301], [3.2149, 1.4009, -3.3649], [3.5764, 2.7334, -3.2884], [2.0235, 0.9886, -2.7894], [-1.0357, 1.0348, -3.6674], [-4.3487, 0.9069, -4.6053], [-1.8410, -2.2623, -3.1467], [0.2764, -1.9038, -2.3660], [2.4006, -2.3758, -3.3137], [4.9495, 0.8876, -4.5544], [1.3974, 1.6804, -2.2215], [-0.2420, 1.7605, -3.5563], [1.0813, 0.7455, 6.8846], [0.4410, 0.7936, 5.5490], [-0.7818, 1.3481, 5.2041], [-1.0836, 1.2561, 3.7955], [-0.0750, 0.6313, 3.0961], [-0.1113, 0.2011, 1.5253], [0.7102, 1.4102, 0.7228], [-0.0184, 2.3990, 0.0726], [0.6430, 3.5055, -0.5091], [2.0341, 3.5988, -0.4545], [2.7630, 2.5809, 0.1611], [2.0987, 1.4816, 0.7437], [0.5514, -1.0586, 1.4197], [-0.4742, -2.0266, 1.5722], [-0.0412, -3.2557, 0.7751], [-0.6025, -2.4278, 3.0313], [-1.7819, -1.2694, 1.0095], [-1.8629, -1.3801, -0.4966], [-3.0947, -1.7581, 1.5853], [-1.5347, 0.0946, 1.2893], [1.2402, 0.1561, 4.1289], [0.3358, 0.9587, 7.6573], [1.5014, -0.2560, 7.0618], [1.8880, 1.4861, 6.9529], [-1.4509, 1.8013, 5.9367], [-2.0023, 1.6621, 3.3707], [-1.1092, 2.3285, 0.0281], [0.0500, 4.2963, -0.9702], [2.5421, 4.4757, -0.8669], [3.8505, 2.6384, 0.2033], [2.6815, 0.6913, 1.2205], [-0.8536, -3.9875, 0.6835], [0.3212, -2.9831, -0.2225], [0.7765, -3.7399, 1.3152], [-1.3031, -3.2671, 3.1271], [0.3737, -2.7701, 3.3963], [-0.9307, -1.5965, 3.6640], [-2.0956, -2.3937, -0.8524], [-2.6098, -0.6936, -0.9085], [-0.8920, -1.0778, -0.9187], [-3.2772, -2.7836, 1.2376], [-3.0806, -1.7524, 2.6746], [-3.9212, -1.1337, 1.2331]],
  "nbo_charge": [-0.3077, 0.4002, -0.2315, 0.3811, -0.3105, -0.1801, -0.0507, 0.1884, -0.1333, -0.1915, 0.3896, -0.3100, -0.2777, 0.4834, -0.3147, -0.2368, -0.2049, 0.2705, 0.2534, 0.2409, 0.2484, 0.2649, 0.2860, 0.2584, -0.6335, -0.2212, -0.2735, -0.2898, -0.3938, 0.7517, -0.1490, -0.2577, -0.2393, -0.2703, -0.2295, -0.2389, -0.7392, 0.2745, -0.6186, -0.6538, 0.2385, -0.6007, -0.6252, -0.7218, 0.3759, 0.2148, 0.2116, 0.2115, 0.2027, 0.2202, 0.2176, 0.2027, 0.2110, 0.2052, 0.2203, 0.1987, 0.1790, 0.2202, 0.1960, 0.2198, 0.2443, 0.1902, 0.2110, 0.1869, 0.1956, 0.2287, 0.2112]
}